Here is 10 unconnected molecules or ions with the total composition C30H80O30S10 in a non-equilibrium geometry from OMol25. Energies are from the ωB97M-V functional and the def2-TZVPD basis.

HOMO energy: -10.5 eV
orbital gap: 0.3936 hartree
SMILES string: CCOS(C)(=O)=O.CCOS(C)(=O)=O.CCOS(C)(=O)=O.CCOS(C)(=O)=O.CCOS(C)(=O)=O.CCOS(C)(=O)=O.CCOS(C)(=O)=O.CCOS(C)(=O)=O.CCOS(C)(=O)=O.CCOS(C)(=O)=O
energy above the lowest of the compared OMol25 structures with the same formula, charge and spin: 150.9 kJ/mol
lowest unoccupied orbital energy: 0.0091 Ha
2S+1: 1

XYZ file:
```
150
Properties=species:S:1:pos:R:3:forces:R:3:lowdin_charge:R:1
S 4.6465 -3.3482 -1.5610 -0.288 0.863 0.861 0.555
H 2.5111 -0.4461 2.3889 0.333 0.077 1.219 0.095
H 1.5915 1.7091 -5.9536 -0.032 -0.364 0.041 0.085
H -0.6213 3.7830 2.2082 -0.740 -0.113 0.430 0.100
S -1.0676 -4.5462 0.1934 -1.507 0.178 -3.425 0.582
H -0.4626 -2.2964 -5.0804 -0.325 -0.076 -0.173 0.105
C 4.8995 -1.6098 -1.6641 0.376 0.148 -0.669 -0.131
H 7.1844 -0.8175 5.9901 -0.356 -0.732 0.172 0.088
O -1.3548 1.7722 3.7549 0.325 -0.449 -0.186 -0.249
O -3.0433 1.3428 5.4513 -0.840 0.469 0.252 -0.260
C -2.5570 -0.9963 -1.9523 -1.442 -1.727 -1.077 -0.068
H -5.0144 6.0100 -2.0312 -0.256 -0.547 -0.335 0.051
H -6.6894 2.1625 -2.8782 0.761 0.104 0.175 0.128
C 1.6887 -6.9122 1.0215 1.153 -0.406 -0.754 -0.073
O -2.7258 5.7499 -3.3680 -0.532 1.273 0.454 -0.270
C 2.1315 0.0542 3.3157 0.210 0.490 -1.551 -0.111
H 5.7691 -1.4550 -2.3366 -0.368 0.057 0.726 0.095
H 0.2949 -1.4346 -1.8677 -0.416 -0.324 0.104 0.044
S -4.2345 -1.7547 1.8648 -0.392 -0.957 1.167 0.546
H 7.4799 -6.7494 -1.6495 -0.267 0.086 -0.280 0.089
H -1.2607 2.6057 7.1339 0.085 0.037 -0.551 0.097
C 0.5529 -2.1890 -4.7233 -0.393 -0.277 -0.056 -0.244
H -2.5398 3.4599 -2.1329 -0.311 -0.444 -0.205 0.049
O -0.7627 4.6596 -4.0556 -0.085 -0.195 1.398 -0.285
H -1.9689 -6.3042 1.4777 -0.116 0.051 -0.097 0.069
H 2.4906 2.5374 -1.2083 -0.208 -0.657 -0.058 0.072
S -5.4034 2.9117 -0.4172 -0.112 -0.472 -1.955 0.549
H 1.6384 -0.6111 4.0110 -0.358 0.092 -0.015 0.076
H -4.7779 -2.5483 4.7820 0.865 0.533 0.173 0.116
S 5.9040 2.4778 -0.2821 2.232 0.329 -0.239 0.558
H -2.8100 -1.3290 3.6075 0.164 0.250 0.079 0.077
H -2.0121 -2.3546 2.3422 -0.307 0.049 0.100 0.056
O 0.7919 -0.7302 -4.5914 0.151 -1.523 0.149 -0.271
C 1.4060 -5.5587 0.4335 -1.401 -1.281 0.324 -0.193
O -1.3420 -3.9875 -1.1419 0.062 -0.571 2.341 -0.299
O -4.1760 -2.3091 0.5573 0.186 0.385 -0.756 -0.246
C 0.6430 -1.1640 -0.8801 1.185 0.335 0.397 -0.083
H -1.8050 -1.0392 -2.7328 0.247 0.506 0.156 0.066
C -2.3839 -5.6997 0.6699 -0.420 1.355 0.902 -0.089
H 5.7142 -6.6313 -1.5856 -0.600 0.200 -0.549 0.074
H -3.9791 6.6613 -0.7724 0.014 0.156 -0.832 0.092
O 2.8733 1.7535 5.2539 -0.793 -0.210 0.020 -0.269
O -4.7438 -2.9638 2.7210 0.228 -1.140 0.034 -0.256
O -6.3199 3.9064 -0.8758 0.130 0.630 0.045 -0.270
H -4.9551 7.7211 -1.8239 -0.111 0.212 0.241 0.075
H 1.5245 0.8267 2.8181 -0.447 -0.200 0.765 0.057
S -1.6386 1.3837 5.2430 -0.145 -1.494 -0.669 0.498
O 4.2465 -0.1968 4.7277 -0.584 -0.561 -0.526 -0.253
H -6.4060 -3.8924 5.3193 -0.865 -0.654 0.114 0.082
C 3.8529 4.0408 -0.9545 0.142 0.318 1.904 -0.229
C -0.9294 2.6831 6.0793 0.066 0.886 1.918 -0.123
O 5.9899 -3.8058 -0.8574 0.152 -0.660 -0.666 -0.245
H -3.7583 7.4618 -3.7550 0.237 0.019 -0.154 0.116
H -5.6856 0.7354 -3.0438 0.287 0.106 -0.088 0.120
H 7.2123 3.4070 1.4753 0.454 0.963 -0.098 0.058
H 0.8396 1.6784 -4.2733 0.093 0.294 -0.591 0.073
H -2.6193 -1.9560 -1.4479 0.143 -0.137 0.005 0.058
O -0.5996 6.3392 -2.2309 -0.215 -0.388 0.037 -0.288
H 5.7072 -1.9279 6.1492 0.082 0.706 0.027 0.086
S -0.1695 0.1074 -5.5410 0.404 -0.796 -1.217 0.567
H 4.9756 -1.1172 -0.6894 0.246 -0.329 -0.294 0.061
C -1.7929 4.0735 -1.6678 0.862 -0.269 -0.251 -0.113
O -0.1006 -0.4217 -6.8904 0.058 0.489 0.956 -0.284
H -3.2318 -5.0956 1.0443 0.433 -0.179 -0.096 0.066
C -5.6299 1.8212 -2.9354 -1.371 0.389 0.720 -0.225
H 0.1542 2.6922 6.0808 0.120 -0.223 -0.428 0.077
C -4.8282 2.4898 -3.9953 1.028 -0.754 -1.447 -0.061
C 6.2335 -1.1731 5.5465 1.259 0.020 -1.166 -0.072
O -4.1897 3.2332 0.2617 -0.186 0.123 0.203 -0.263
S -1.3153 5.2592 -2.8585 0.358 0.594 -1.560 0.572
H 7.3647 1.6525 1.3212 0.049 0.129 -0.105 0.077
S 3.3624 0.9778 4.1571 2.327 1.131 -1.035 0.598
H -2.1915 4.5094 -0.7618 0.109 0.292 0.008 0.058
C -2.6690 -1.5054 2.5464 0.677 0.125 -0.452 -0.096
O -0.6900 -3.6429 1.2400 -0.051 -0.244 0.376 -0.290
C -1.5732 3.2757 1.9380 1.355 -0.007 -0.415 -0.066
O 4.6418 3.2945 0.0216 -0.486 0.733 0.716 -0.256
H -6.5625 -4.7563 3.6741 0.324 0.484 0.545 0.097
C -3.2738 7.0319 -2.8829 -0.428 -0.594 0.523 -0.210
C -6.3174 1.7187 0.4028 -0.103 -0.755 1.004 -0.127
H -2.4771 7.6900 -2.5134 -0.090 -0.349 -0.327 0.111
H 0.5413 -2.7210 -3.7612 0.385 0.897 0.153 0.117
C -2.5942 0.0887 -0.9958 1.694 0.768 1.061 -0.166
O 6.8087 3.1495 -1.1972 -0.993 -0.105 0.438 -0.293
O -0.9091 0.1905 5.4714 0.759 -0.673 0.208 -0.265
H -6.1811 -2.0707 3.8556 0.029 -0.416 0.110 0.124
H 2.5541 -2.7491 -5.3908 -0.566 0.113 -0.394 0.091
H 4.0377 -1.2080 -2.1913 -0.197 -0.025 0.009 0.067
H 3.0485 4.4457 -0.3145 0.817 0.468 -0.083 0.138
H -5.0661 -4.7490 4.7472 -0.021 -0.607 -0.404 0.079
H -2.8449 3.2379 3.7306 0.283 -0.056 -0.012 0.122
O -0.0146 -5.6455 -0.0281 1.787 -0.242 0.432 -0.276
H 0.5117 -1.8963 -0.0733 -0.639 0.283 -0.369 0.066
H -6.7214 2.2145 1.2884 0.146 -0.327 0.168 0.089
H 2.4742 3.8590 -2.3428 -0.396 -0.303 -0.730 0.090
C -4.3479 6.8210 -1.8132 0.659 0.325 0.599 -0.065
C 6.6817 2.5042 1.3266 -0.439 -1.246 -0.497 -0.100
H 1.2829 -3.9496 -5.6506 0.021 0.079 0.211 0.086
C 6.6271 -6.1759 -1.2623 1.404 -0.524 1.667 -0.075
H -3.4392 0.0003 -0.3452 -0.376 0.198 0.322 0.090
O 0.6359 1.0426 0.6427 -0.303 -0.752 -1.057 -0.291
H -7.1631 1.4593 -0.2356 0.213 -0.142 -0.031 0.085
H 6.1598 0.7883 4.6357 -0.576 -0.378 -0.449 0.124
H 2.7583 -6.8060 1.2056 0.207 -0.588 0.438 0.084
H 6.7028 -6.3535 -0.1827 -0.189 0.114 -0.012 0.083
H -1.3429 3.5803 5.6570 -0.062 0.573 -0.104 0.070
H 6.8358 -4.6392 -2.6508 -0.521 0.613 -0.014 0.110
H -5.6501 0.8612 0.6393 -0.739 0.574 0.040 0.057
C -5.9310 -4.1967 4.3899 0.192 0.374 0.433 -0.064
C 3.1167 3.1439 -1.8390 0.202 -0.157 -1.567 -0.075
H 1.2577 -2.5828 -6.6892 0.371 0.463 -0.540 0.061
C 1.4930 -2.8743 -5.6850 0.383 -0.375 0.672 -0.066
C 0.6832 1.6141 -5.3671 -0.353 0.239 0.906 -0.109
H 5.4036 0.6296 6.1743 -0.381 0.651 0.761 0.109
O -1.4640 0.1782 -4.9365 -0.147 0.240 0.154 -0.276
C -5.4151 -2.8516 3.9755 -0.969 0.670 -0.771 -0.275
H -2.2277 3.9864 1.4652 -0.301 0.310 -0.057 0.046
H -5.0577 2.1599 -5.0312 -0.433 0.197 0.669 0.100
H 5.9620 2.3479 2.1093 -0.483 -0.051 0.156 0.023
O -1.4200 0.0236 0.0179 -2.533 -0.030 -0.361 -0.268
H -0.8762 3.5043 -1.5097 -0.186 -0.209 0.336 0.061
H 1.5556 -7.7631 0.3452 -0.026 0.336 -0.143 0.086
O -4.9281 2.0445 -1.6686 0.363 0.022 0.009 -0.302
C -2.3066 2.5589 3.0596 -0.739 0.705 -1.756 -0.258
H 2.0253 -5.3193 -0.4221 -0.089 0.188 0.076 0.100
H -2.7634 -6.3140 -0.1375 0.487 0.093 -0.362 0.074
H 3.7439 2.5679 -2.5541 -0.563 0.310 0.469 0.104
H 6.5129 -1.6534 4.5861 -0.155 0.078 0.499 0.084
H 7.8766 -4.3578 -1.3068 -0.337 -0.548 0.297 0.131
H 1.5304 -4.8950 1.2780 -0.324 0.896 -0.366 0.115
O -0.1683 1.1885 -1.6914 0.149 0.496 -0.752 -0.272
O 5.5298 1.1424 -0.6224 -0.249 -0.629 -0.005 -0.292
H -2.2657 -0.6550 1.9984 0.179 0.225 0.385 0.062
H -0.0505 2.3427 -5.6647 -0.139 0.607 -0.056 0.064
H 1.7269 -1.0716 -0.9499 0.102 0.398 -0.116 0.062
H -3.5368 -0.8902 -2.4712 0.488 -0.158 -0.006 0.113
H -4.7724 3.5716 -3.9862 -0.321 0.170 0.324 0.078
H -3.8119 2.1084 -3.8878 0.261 0.166 0.093 0.074
H -2.5130 1.0456 -1.4785 -0.116 0.477 0.196 0.093
C 5.5271 0.1261 5.2425 0.526 -0.540 0.926 -0.290
H 1.1697 -7.1555 1.9377 -0.173 0.350 0.273 0.079
H -1.2220 2.5870 1.1466 -0.504 0.023 0.506 0.056
H -3.0801 1.9526 2.5334 0.466 -0.071 0.830 0.123
O 3.5900 -3.5952 -0.6218 -0.002 -0.099 -0.084 -0.291
C 6.8744 -4.7332 -1.5663 0.509 0.553 -0.594 -0.252
S -0.0451 0.4330 -0.4906 2.026 -0.225 1.280 0.527
O 4.2358 1.6867 3.2250 -1.290 -0.578 0.409 -0.307
O 4.5617 -3.8836 -2.8785 0.054 -0.393 -0.440 -0.276
O -5.0594 -0.6367 2.1990 -0.219 0.698 -0.483 -0.276
H 4.4958 4.8220 -1.3531 -0.137 -0.100 -0.335 0.129
```
Forces are in eV/Å.